No. 1
{
  "formula": "C32H46F15N4O12",
  "method": "wB97M-V/def2-TZVPD",
  "elements": ["F", "F", "F", "F", "F", "F", "F", "F", "F", "F", "F", "F", "F", "F", "F", "O", "O", "O", "O", "O", "O", "O", "O", "O", "O", "O", "O", "N", "N", "N", "N", "C", "C", "C", "C", "C", "C", "C", "C", "C", "C", "C", "C", "C", "C", "C", "C", "C", "C", "C", "C", "C", "C", "C", "C", "C", "C", "C", "C", "C", "C", "C", "C", "H", "H", "H", "H", "H", "H", "H", "H", "H", "H", "H", "H", "H", "H", "H", "H", "H", "H", "H", "H", "H", "H", "H", "H", "H", "H", "H", "H", "H", "H", "H", "H", "H", "H", "H", "H", "H", "H", "H", "H", "H", "H", "H", "H", "H", "H"],
  "positions_angstrom": [[0.22, -0.32, -8.84], [-0.47, 3.67, 1.99], [-8.45, -3.45, 11.15], [6.00, 6.94, -8.91], [-1.47, 3.03, 0.16], [1.96, 0.80, -9.53], [5.63, 7.07, -6.76], [-2.30, -2.95, 4.28], [4.19, 7.90, -8.17], [-8.06, -5.41, 12.02], [-6.71, -3.75, 12.43], [-4.10, -1.72, 4.38], [-3.94, -3.52, 5.60], [1.06, 1.27, -7.60], [-2.25, 2.42, 2.10], [7.50, -1.30, 1.81], [3.47, 5.44, -9.11], [4.44, 4.57, -7.23], [-6.26, -3.59, 9.52], [-2.37, 5.71, 2.18], [-3.67, 4.57, 0.67], [-1.69, -0.74, 5.76], [-6.26, -5.84, 9.93], [7.81, -2.30, 1.02], [3.30, -1.30, -8.25], [-2.91, -1.69, 7.45], [1.83, -1.11, -6.50], [-2.12, -0.83, 0.12], [3.36, -2.77, -1.39], [4.28, -0.30, -1.32], [5.70, -1.97, -2.18], [-2.49, 0.03, -1.10], [2.30, -0.79, -7.75], [-5.43, -3.80, 8.37], [4.29, -1.78, -1.58], [-2.61, -1.62, 6.26], [-4.61, 5.66, 0.66], [-3.95, 0.63, -0.66], [3.80, -1.48, -5.14], [-0.87, -1.71, 0.33], [-6.61, -4.71, 10.23], [1.55, 4.14, -8.39], [2.57, -2.10, -5.78], [2.76, 4.21, -9.30], [6.55, -1.34, -1.07], [-1.06, 0.13, 6.72], [-3.23, -2.45, 5.14], [5.64, -0.05, -0.63], [5.02, 6.84, -7.96], [0.04, -0.60, 7.47], [6.66, -2.51, 0.08], [-7.45, -4.34, 11.45], [-2.58, 4.71, 1.48], [-0.72, -2.71, -0.95], [-3.12, -0.82, 1.30], [1.39, 0.23, -8.43], [-4.39, 0.14, 0.85], [2.03, -2.46, -0.75], [-6.25, -4.28, 7.19], [4.29, 5.50, -8.02], [0.72, -2.68, -1.72], [-1.69, 3.47, 1.43], [-4.11, 6.78, -0.22], [-1.80, 0.56, 7.40], [-1.86, 0.15, -2.09], [-3.89, 6.42, -1.23], [-5.55, 5.26, 0.26], [7.65, -1.02, -1.40], [5.69, -2.50, 0.79], [5.53, 0.21, 0.53], [0.91, 5.02, -8.53], [2.43, 4.19, -10.35], [1.91, -2.48, -4.99], [7.97, -0.48, 1.46], [5.86, -1.25, -2.93], [6.74, -3.56, -0.43], [-4.61, -4.49, 8.61], [-7.07, -3.59, 6.99], [-5.36, 0.44, 1.43], [-4.97, -2.83, 8.13], [-6.70, -5.26, 7.40], [-0.36, -1.42, 8.06], [-1.11, -2.36, 1.30], [0.76, -1.03, 6.77], [-4.81, 6.00, 1.68], [3.63, -3.76, -1.67], [-1.55, -2.52, -1.79], [1.99, -1.32, -0.39], [0.57, 0.09, 8.14], [3.42, 3.35, -9.16], [0.03, -0.98, 0.51], [0.90, -3.68, -2.35], [4.50, -1.11, -5.90], [4.33, -2.22, -4.53], [1.84, 4.13, -7.34], [-0.63, 0.96, 6.15], [3.65, 0.07, -0.57], [0.68, -1.81, -2.53], [-3.18, 7.21, 0.17], [-3.06, -1.36, 2.33], [0.96, 3.24, -8.59], [1.88, -3.09, 0.25], [6.15, 0.93, -1.04], [-4.61, 1.33, -1.34], [2.83, -2.95, -6.42], [-0.91, -3.82, -0.58], [3.53, -0.63, -4.52], [-4.85, 7.58, -0.29], [-5.63, -4.37, 6.30]],
  "lowdin_charge": [0.153, 0.133, 0.140, 0.146, 0.126, 0.146, 0.139, 0.130, 0.143, 0.142, 0.143, 0.138, 0.129, 0.129, 0.132, -0.073, 0.015, 0.132, 0.014, 0.144, 0.004, 0.008, 0.142, -0.197, 0.154, 0.145, 0.012, -0.195, 0.120, 0.068, 0.043, -0.050, -0.314, -0.210, -0.149, -0.312, -0.209, -0.079, -0.072, -0.157, -0.323, -0.064, -0.203, -0.205, -0.234, -0.206, -0.457, -0.129, -0.472, -0.063, -0.105, -0.472, -0.324, -0.176, -0.029, -0.463, -0.050, -0.161, -0.060, -0.323, -0.194, -0.473, -0.064, 0.130, 0.108, 0.083, 0.127, 0.187, 0.149, 0.148, 0.088, 0.132, 0.112, 0.148, 0.129, 0.153, 0.131, 0.089, 0.087, 0.103, 0.080, 0.078, 0.134, 0.081, 0.128, 0.196, 0.133, 0.125, 0.087, 0.122, 0.114, 0.128, 0.086, 0.060, 0.079, 0.127, 0.121, 0.123, 0.077, 0.083, 0.060, 0.162, 0.138, 0.081, 0.133, 0.127, 0.080, 0.085, 0.059],
  "homo_ev": -9.821,
  "homo_lumo_gap_ev": 5.4,
  "lumo_ha": -0.16356,
  "total_charge": 1
}


No. 2
{
  "formula": "C4H7NS",
  "method": "wB97M-V/def2-TZVPD",
  "elements": ["S", "N", "C", "C", "C", "C", "H", "H", "H", "H", "H", "H", "H"],
  "positions_angstrom": [[1.91, -1.37, 1.18], [-0.50, -0.47, 0.23], [-1.19, 1.06, -1.87], [0.82, -0.24, 0.58], [-1.53, 1.85, -0.72], [-1.31, 0.35, -0.57], [-0.90, -1.14, 0.74], [-0.14, 1.74, -2.51], [-0.71, 2.90, -0.58], [-2.30, 0.03, -0.38], [-1.86, 0.80, -2.69], [-2.77, 1.89, -0.07], [0.96, 0.86, 0.41]],
  "nbo_charge": [-0.122, -0.570, -0.428, -0.057, -0.431, -0.089, 0.398, 0.230, 0.247, 0.217, 0.218, 0.205, 0.182],
  "homo_ev": -8.520,
  "homo_lumo_gap_ev": 8.8,
  "lumo_ha": 0.01184,
  "de_lowest_kcal_mol": 136.54,
  "total_charge": 0
}


No. 3
{
  "formula": "C4H12N2O2",
  "method": "wB97M-V/def2-TZVPD",
  "elements": ["O", "O", "N", "N", "C", "C", "C", "C", "H", "H", "H", "H", "H", "H", "H", "H", "H", "H", "H", "H"],
  "positions_angstrom": [[0.73, -0.99, 2.07], [-2.95, -1.67, -0.50], [0.50, -1.06, -0.15], [-0.60, -0.49, -2.26], [0.38, 1.95, 1.60], [0.86, -0.41, 1.01], [1.39, 1.00, 0.96], [0.65, -0.63, -1.56], [1.11, 0.34, -1.51], [-0.65, 1.63, 1.44], [-2.10, -1.23, -0.40], [0.24, -2.01, 0.08], [-3.49, -1.34, 0.23], [1.70, 1.29, -0.03], [1.22, -1.41, -2.06], [0.50, 1.97, 2.68], [-1.06, 0.39, -2.14], [0.46, 3.00, 1.29], [2.28, 0.97, 1.57], [-1.18, -1.31, -2.32]],
  "nbo_charge": [-0.628, -0.951, -0.656, -0.860, -0.603, 0.683, -0.507, -0.049, 0.195, 0.207, 0.474, 0.402, 0.473, 0.200, 0.188, 0.224, 0.374, 0.213, 0.239, 0.381],
  "smiles": "CCC(=O)NCN.O",
  "homo_ev": -9.464,
  "homo_lumo_gap_ev": 10.2,
  "lumo_ha": 0.02724,
  "de_lowest_kcal_mol": 26.91,
  "total_charge": 0
}


No. 4
{
  "formula": "C6H11N5PTc",
  "method": "wB97M-V/def2-TZVPD",
  "elements": ["Tc", "P", "N", "N", "N", "N", "N", "C", "C", "C", "C", "C", "C", "H", "H", "H", "H", "H", "H", "H", "H", "H", "H", "H"],
  "positions_angstrom": [[0.06, -0.78, -0.37], [1.24, -1.89, 1.20], [-1.91, 2.79, 0.90], [-0.66, 1.01, 0.31], [-2.24, 2.05, 3.17], [-1.54, 2.02, 1.97], [-0.91, 0.88, 1.63], [1.95, -0.71, -1.49], [1.29, -1.97, -1.73], [-0.13, -0.26, -2.45], [-0.02, -1.70, -2.30], [-1.31, 2.16, -0.11], [1.07, 0.34, -1.92], [-0.76, -2.43, -2.63], [1.70, -2.97, -1.53], [2.96, -0.56, -1.13], [1.51, -1.18, 2.39], [-2.49, 3.01, 3.39], [-1.76, 1.57, 3.93], [2.44, -2.64, 1.14], [-0.96, 0.27, -2.93], [0.46, -2.96, 1.69], [-1.33, 2.54, -1.13], [1.33, 1.40, -1.99]],
  "lowdin_spin": [2.331, 0.116, -0.001, 0.053, 0.007, 0.026, 0.058, 0.040, 0.006, 0.098, 0.089, 0.028, 0.052, 0.020, 0.003, 0.005, 0.012, 0.000, 0.001, 0.001, 0.013, 0.035, 0.001, 0.006],
  "homo_ev": [-10.297, -11.663],
  "homo_lumo_gap_ev": [6.9, 7.2],
  "lumo_ha": [-0.12429, -0.16394],
  "de_lowest_kcal_mol": 0.00,
  "total_charge": 1,
  "multiplicity": 4
}


No. 5
{
  "formula": "H3NP2",
  "method": "wB97M-V/def2-TZVPD",
  "elements": ["P", "P", "N", "H", "H", "H"],
  "positions_angstrom": [[1.53, 0.11, -0.38], [-1.83, 0.13, -0.27], [0.80, 0.97, 0.63], [-1.84, -0.50, 1.03], [2.84, 0.28, -0.10], [-1.49, -1.00, -0.91]],
  "lowdin_spin": [0.234, 0.796, 0.765, 0.046, 0.091, 0.068],
  "homo_ev": [-8.189, -10.075],
  "homo_lumo_gap_ev": [7.5, 8.1],
  "lumo_ha": [-0.02490, -0.07098],
  "de_lowest_kcal_mol": 30.59,
  "total_charge": 0,
  "multiplicity": 3
}


No. 6
{
  "formula": "C21H20N2O5S",
  "method": "wB97M-V/def2-TZVPD",
  "elements": ["S", "O", "O", "O", "O", "O", "N", "N", "C", "C", "C", "C", "C", "C", "C", "C", "C", "C", "C", "C", "C", "C", "C", "C", "C", "C", "C", "C", "C", "H", "H", "H", "H", "H", "H", "H", "H", "H", "H", "H", "H", "H", "H", "H", "H", "H", "H", "H", "H"],
  "positions_angstrom": [[-4.64, 0.84, 1.48], [3.03, -4.08, 0.96], [-2.33, 0.82, -1.25], [-4.30, -0.18, 0.25], [-5.99, 1.23, 1.30], [-4.25, 0.21, 2.71], [2.52, 0.09, -1.03], [4.35, -2.49, 0.04], [1.97, -2.11, 0.14], [0.76, -2.55, 0.56], [-0.54, -1.94, 0.44], [6.21, -3.56, -1.16], [-1.71, 4.11, 0.36], [-3.07, -0.78, 0.31], [-2.02, -0.25, -0.47], [-3.01, 4.12, -0.14], [2.23, -0.90, -0.50], [-3.52, 2.17, 1.11], [-1.34, 3.11, 1.25], [-1.59, -2.45, 1.19], [-2.25, 2.13, 1.63], [-0.77, -0.84, -0.40], [5.68, -3.33, -2.35], [5.58, -3.23, 0.16], [-3.92, 3.15, 0.23], [-1.32, 1.39, -2.04], [-0.72, 5.16, -0.04], [3.16, -3.00, 0.42], [-2.84, -1.87, 1.13], [-0.71, 5.96, 0.70], [-0.99, 5.60, -1.00], [4.39, -1.60, -0.42], [-3.66, -2.24, 1.73], [-1.43, -3.30, 1.83], [6.29, -2.67, 0.78], [-0.48, 1.75, -1.42], [-0.33, 3.09, 1.64], [-0.94, 0.69, -2.79], [-3.30, 4.90, -0.83], [7.19, -4.01, -1.08], [6.19, -3.60, -3.26], [4.70, -2.89, -2.46], [-1.99, 1.35, 2.32], [-4.93, 3.13, -0.16], [-1.78, 2.24, -2.54], [0.04, -0.45, -1.00], [5.34, -4.16, 0.69], [0.28, 4.75, -0.11], [0.79, -3.50, 1.08]],
  "nbo_charge": [2.371, -0.623, -0.508, -0.675, -0.902, -0.924, -0.327, -0.605, -0.300, -0.010, -0.096, -0.180, 0.014, 0.217, 0.353, -0.214, 0.266, -0.282, -0.217, -0.187, -0.202, -0.289, -0.403, -0.270, -0.186, -0.255, -0.635, 0.680, -0.203, 0.230, 0.219, 0.411, 0.244, 0.222, 0.205, 0.186, 0.220, 0.183, 0.217, 0.204, 0.205, 0.193, 0.245, 0.243, 0.205, 0.235, 0.251, 0.223, 0.249],
  "smiles": "C=CCNC(=O)/C(C#N)=C/c1ccc(OS(=O)(=O)c2ccc(C)cc2)c(OC)c1",
  "homo_ev": -8.901,
  "homo_lumo_gap_ev": 8.0,
  "lumo_ha": -0.03184,
  "de_lowest_kcal_mol": 43.31,
  "total_charge": 0
}